The following is a quantum chemistry calculation of a molecular structure, C31H40BrCrN4O13P2S2 in a non-equilibrium geometry, from the Open Molecules 2025 dataset.

The geometry in XYZ format:
```
94
Properties=species:S:1:pos:R:3:forces:R:3
Cr 0.0271 0.2211 -0.1836 -0.438 -1.337 0.721
C -1.3094 1.4151 5.7468 0.171 -0.047 -0.173
C -1.1040 0.9713 4.3111 -0.428 0.039 0.103
C -2.1260 1.5780 3.3659 0.277 -0.016 -0.005
O 0.2335 1.4015 3.9084 0.259 -0.241 -0.128
P 1.0502 0.4340 2.9470 0.017 -0.066 0.870
O 0.1718 -0.1987 1.9337 1.204 0.949 -0.132
C 2.3530 1.5490 2.3757 -0.572 -0.246 -0.411
P 1.6200 2.5405 1.0399 0.112 1.621 0.419
O 0.3003 2.1692 0.4364 0.140 -0.423 -0.008
O 2.6642 3.0477 -0.0323 -0.096 -0.452 0.303
C 3.7667 3.9407 0.3196 0.334 0.290 -0.090
C 3.9694 4.8550 -0.8731 -0.163 -0.159 0.022
C 5.0269 3.1639 0.6558 -0.253 -0.148 -0.015
O 1.3449 3.8479 1.9479 -0.037 -0.288 -0.217
C 0.6083 4.9485 1.3526 -0.170 0.307 -0.030
C 1.2265 6.2368 1.8635 0.042 -0.147 -0.061
C -0.8683 4.8552 1.7028 0.206 -0.176 -0.009
O 1.6611 -0.7414 3.8053 -0.018 0.325 -0.148
C 2.7218 -0.7323 4.7955 0.340 0.039 0.209
C 2.5752 0.3842 5.8159 -0.213 -0.121 -0.133
C 4.0860 -0.7280 4.1208 -0.173 -0.056 -0.080
H -2.3365 1.2135 6.0492 -0.001 0.000 0.018
H -1.1190 2.4864 5.8256 -0.043 0.006 0.034
H -0.6364 0.8887 6.4220 -0.002 0.015 0.037
H -1.1515 -0.1192 4.2407 0.051 0.001 0.013
H -2.1186 2.6648 3.4603 -0.026 0.015 -0.012
H -3.1229 1.2073 3.6057 -0.007 -0.022 -0.005
H -1.8835 1.3076 2.3394 -0.066 0.036 -0.023
H 3.1911 0.9677 2.0072 0.016 -0.029 -0.105
H 2.6282 2.2346 3.1750 0.016 -0.023 0.029
H 3.4576 4.5293 1.1850 -0.039 -0.054 -0.043
H 4.2834 4.2702 -1.7388 0.009 0.036 -0.013
H 4.7408 5.5884 -0.6418 0.017 0.019 -0.023
H 3.0458 5.3789 -1.1226 0.027 0.010 0.000
H 5.2537 2.4422 -0.1250 0.035 -0.083 -0.093
H 4.9275 2.6226 1.5968 0.026 -0.015 0.025
H 5.8633 3.8568 0.7472 -0.017 0.011 0.034
H 0.7165 4.8960 0.2639 0.048 -0.053 0.025
H 1.1332 6.2892 2.9490 -0.001 0.024 0.001
H 0.7093 7.0883 1.4213 0.012 0.029 0.035
H 2.2827 6.2987 1.5998 -0.029 0.051 0.012
H -1.0013 4.9209 2.7843 -0.010 0.008 0.000
H -1.2769 3.9115 1.3478 -0.058 -0.026 0.006
H -1.4097 5.6753 1.2296 0.002 0.011 0.017
H 2.5825 -1.6893 5.2983 -0.031 -0.006 -0.044
H 2.6268 1.3646 5.3422 0.047 0.040 0.034
H 3.3787 0.3108 6.5482 0.022 -0.018 -0.017
H 1.6229 0.3073 6.3381 -0.005 0.041 0.026
H 4.3849 0.2777 3.8228 0.017 -0.010 -0.013
H 4.0715 -1.3719 3.2413 0.053 0.011 0.002
H 4.8374 -1.1099 4.8113 -0.003 0.028 0.028
N -1.3214 2.7010 -2.0363 0.129 -0.117 0.127
C -2.2154 2.0338 -1.2942 -0.524 0.130 -0.112
N -2.0000 0.9116 -0.6360 0.744 0.604 -0.127
C -3.1583 0.4655 -0.0187 -0.382 0.221 -0.167
C -4.2454 1.2485 -0.1689 0.096 0.013 -0.011
S -3.8510 2.6237 -1.1400 0.197 -0.116 -0.049
C -3.0298 -0.7893 0.6865 -0.417 -0.465 0.108
C -3.9657 -1.6894 1.0758 0.015 0.147 0.075
S -3.1878 -3.0350 1.8320 0.451 0.223 -0.085
C -1.6273 -2.2702 1.5317 -0.422 -0.654 0.215
N -1.7365 -1.1301 0.9371 -0.004 0.304 -0.826
N -0.4534 -2.8028 1.9371 -0.057 -0.129 0.099
H -0.4651 2.1933 -2.2658 0.007 -0.003 -0.007
H -1.6498 3.4058 -2.6706 -0.023 0.013 -0.008
H -5.2330 1.1178 0.2384 0.025 -0.053 0.003
H -5.0366 -1.6579 0.9624 0.040 0.011 -0.059
H -0.3867 -3.8014 2.0125 -0.013 -0.104 -0.073
H 0.3553 -2.3201 1.5678 -0.018 -0.156 -0.070
O 4.7813 -0.2113 -3.8808 0.033 0.086 -0.039
C 3.8775 0.0440 -3.1391 0.143 -0.130 -0.153
C 3.9233 0.0079 -1.6155 0.140 0.052 0.441
O 4.9155 -0.1282 -0.9314 -0.008 0.040 0.015
C 2.5509 0.2276 -1.1909 -0.199 0.155 -0.443
C 1.7149 0.4378 -2.2716 0.433 -0.241 0.338
O 0.4506 0.6479 -2.0611 -0.143 0.463 -0.126
C 2.4628 0.4662 -3.5328 -0.250 0.102 0.017
O 2.0810 0.8067 -4.6252 -0.014 -0.053 -0.087
O 2.0560 0.3094 0.0225 -0.517 -0.202 -0.054
Br -1.3739 -5.3447 -1.4345 0.030 0.065 0.078
C -1.9938 -3.7324 -2.2248 0.009 0.130 0.010
C -3.2700 -3.7500 -2.7687 0.086 0.027 0.018
C -3.7776 -2.5988 -3.3482 -0.105 -0.034 -0.026
C -3.0158 -1.4411 -3.3785 -0.010 0.035 -0.024
C -1.7492 -1.4309 -2.8192 0.028 -0.014 -0.008
C -1.2176 -2.5751 -2.2315 0.005 -0.346 0.277
C 0.1727 -2.5248 -1.6117 -0.188 0.340 -0.673
O 1.0425 -3.2777 -1.9942 -0.061 -0.026 0.213
O 0.3189 -1.6104 -0.7046 0.242 0.029 0.256
H -3.8493 -4.6623 -2.7379 -0.021 0.013 -0.005
H -4.7696 -2.6142 -3.7817 -0.001 0.009 0.003
H -3.4103 -0.5442 -3.8398 0.013 0.006 -0.013
H -1.1404 -0.5358 -2.8402 -0.089 -0.072 -0.043
```
Positions in Å, forces in eV/Å.

lowest unoccupied orbital energy (alpha / beta)	-0.442 / 0.100	eV
<S²>	0.761
E_HOMO (alpha / beta)	-7.754 / -7.739	eV
ΔE to the lowest compared entry with this formula, charge and spin	1.780	eV
max |F|	1.68	eV/A
spin multiplicity	2
M	934.7	g/mol
charge	0

The following is a quantum chemistry calculation of a molecular structure, C31H40F4N6OSSiTi, from the Open Molecules 2025 dataset.

The geometry in XYZ format:
```
85
Properties=species:S:1:pos:R:3:forces:R:3
Ti 0.2005 0.2107 -0.0168 -0.495 -0.690 -0.350
C 0.9045 -1.3458 3.7531 -0.077 -0.008 0.041
C 0.5582 -1.2125 2.2746 0.160 0.042 0.093
N -0.8525 -1.0339 1.9053 0.046 0.164 -0.115
C -1.5110 -2.3548 1.9333 0.010 -0.026 -0.065
C -2.9719 -2.3854 1.5203 0.004 -0.006 -0.009
C -1.5904 -0.0197 2.6708 -0.021 -0.049 0.061
C -1.2174 1.4204 2.3190 0.029 0.016 0.083
N -1.1698 1.5655 0.8845 0.017 0.131 0.014
C -1.7799 2.4899 0.1513 -0.044 0.019 0.066
C -1.4735 2.5212 -1.2312 0.053 0.011 -0.067
F -0.5443 1.5834 -1.6867 -0.157 0.209 0.114
C -2.0247 3.3768 -2.1425 0.039 -0.018 -0.097
F -1.6195 3.3070 -3.4245 -0.006 -0.010 0.021
C -2.9690 4.3123 -1.7638 -0.034 0.034 0.003
C -3.3077 4.3161 -0.4209 -0.016 0.016 -0.023
F -4.2285 5.1939 0.0136 0.007 -0.007 0.001
C -2.7500 3.4604 0.5031 -0.003 -0.015 0.060
F -3.1802 3.5406 1.7861 -0.009 0.020 -0.023
H 1.9764 -1.5238 3.8507 -0.011 -0.001 0.004
H 0.6658 -0.4347 4.3034 0.014 0.000 0.012
H 0.3819 -2.1773 4.2274 -0.005 -0.004 -0.003
H 1.1444 -0.3616 1.9096 0.123 0.073 0.064
H 0.9140 -2.0865 1.7263 0.014 -0.020 0.008
H -0.9480 -2.9923 1.2482 0.007 -0.012 0.005
H -1.4176 -2.7977 2.9350 0.005 0.008 0.017
H -3.1186 -1.9021 0.5569 -0.005 0.004 0.015
H -3.2799 -3.4276 1.4227 0.008 0.005 -0.005
H -3.6320 -1.9214 2.2530 -0.002 -0.012 -0.003
H -2.6419 -0.1443 2.4211 -0.004 0.017 -0.022
H -1.4969 -0.1750 3.7548 -0.013 -0.028 0.004
H -1.9298 2.0719 2.8240 -0.002 0.034 0.002
H -0.2248 1.6527 2.7362 0.002 -0.002 0.007
H -3.4137 4.9975 -2.4681 0.004 -0.002 0.010
C 3.7985 0.3564 -1.4500 0.017 0.016 -0.025
Si 2.9993 -1.3454 -1.5121 0.048 0.059 0.043
C 3.3234 -1.9294 -3.2723 -0.003 -0.037 -0.054
C 3.9930 -2.3644 -0.2741 -0.006 0.017 0.025
N 1.3155 -1.2862 -1.1404 0.048 -0.036 -0.001
C 0.5300 -2.3828 -1.4285 0.041 -0.106 -0.113
C 1.0107 -3.6779 -1.7353 0.007 -0.015 0.062
C 0.1765 -4.7458 -2.0169 -0.006 0.005 0.013
C -1.2034 -4.5971 -2.0027 0.010 -0.002 -0.022
C -1.7202 -3.3482 -1.6963 -0.070 0.041 0.015
C -0.8743 -2.2908 -1.4277 -0.085 -0.158 0.031
O -1.4251 -1.0569 -1.0461 0.183 0.054 -0.103
C -2.4231 -0.5201 -1.8494 -0.028 0.024 -0.041
C -2.3330 -0.5648 -3.2312 0.038 -0.034 -0.051
C -3.3149 0.0536 -3.9885 -0.007 0.005 0.006
C -4.3739 0.7091 -3.3722 -0.004 0.005 0.008
C -4.4482 0.7426 -1.9881 -0.028 0.007 -0.019
C -3.4725 0.1237 -1.2194 -0.018 0.030 0.076
H 4.8074 0.2541 -1.8628 -0.019 0.008 0.004
H 3.8967 0.7478 -0.4373 0.015 -0.017 -0.014
H 3.2727 1.0888 -2.0690 -0.011 0.002 0.026
H 4.3850 -2.1526 -3.4118 -0.009 0.006 -0.004
H 3.0653 -1.1223 -3.9641 -0.005 -0.018 -0.001
H 2.7507 -2.8102 -3.5670 0.055 0.073 0.004
H 5.0484 -2.4179 -0.5561 -0.016 0.011 -0.004
H 3.6280 -3.3840 -0.1469 -0.019 -0.028 -0.018
H 3.9373 -1.8743 0.7036 -0.002 -0.012 -0.004
H 2.0783 -3.8482 -1.7533 -0.011 -0.002 0.054
H 0.6168 -5.7082 -2.2484 -0.008 0.005 0.005
H -1.8612 -5.4269 -2.2216 0.003 0.005 0.004
H -2.7906 -3.1776 -1.6724 0.009 -0.011 -0.001
H -1.4963 -1.0705 -3.6970 -0.015 0.008 0.001
H -3.2458 0.0331 -5.0686 0.005 -0.005 0.008
H -5.1324 1.1976 -3.9699 0.007 -0.006 0.006
H -5.2621 1.2617 -1.4981 0.008 -0.002 -0.001
H -3.4924 0.1700 -0.1380 -0.005 0.003 -0.026
C 3.1417 2.2364 4.5239 -0.003 0.009 -0.014
C 4.0377 2.3370 3.2899 0.010 0.007 -0.001
C 3.2367 2.3911 2.0251 0.054 0.029 0.002
N 2.4403 1.4613 1.6478 0.029 -0.096 0.097
N 1.7623 1.7362 0.4883 0.163 0.313 0.060
C 2.0791 2.9044 -0.0094 -0.002 -0.099 -0.011
N 1.5466 3.4261 -1.1445 0.182 0.022 0.046
S 3.2671 3.7397 0.9321 -0.106 0.060 -0.028
H 3.7440 2.1585 5.4285 0.002 0.004 -0.005
H 2.5029 1.3568 4.4559 0.002 -0.002 0.001
H 2.5018 3.1152 4.6126 -0.003 -0.006 -0.001
H 4.6989 1.4708 3.2304 0.002 -0.013 0.006
H 4.6758 3.2192 3.3513 0.008 0.004 0.001
H 1.2458 2.7819 -1.8588 -0.128 -0.002 0.062
H 1.9029 4.3055 -1.4732 0.031 -0.017 -0.027
```
Positions in Å, forces in eV/Å.

lowest unoccupied orbital energy (alpha / beta)	0.155 / 0.152	eV
<S²>	2.004
E_HOMO (alpha / beta)	-5.615 / -7.041	eV
ΔE to the lowest compared entry with this formula, charge and spin	0.598	eV
max |F|	0.92	eV/A
spin multiplicity	3
M	696.7	g/mol
charge	0